# 1
Formula: C34H58BF2N2O10Si
Source: OMol25
Level of theory: wB97M-V/def2-TZVPD

Values from the calculation:
- Kohn-Sham gap: 6.18 eV
- Total charge: +1
- E_LUMO: -4.31 eV

Geometry as XYZ:
```
108
Properties=species:S:1:pos:R:3:forces:R:3:mulliken_charge:R:1
C 1.617 -6.201 1.064 0.350 0.489 -0.142 -0.99
B 2.925 -5.696 0.361 -0.592 -0.816 -0.116 0.62
O 3.204 -6.031 -0.919 0.374 0.972 0.071 -0.52
O 3.903 -4.916 1.090 0.197 -0.264 0.222 -0.50
C 3.694 -3.640 0.936 -0.249 0.192 -0.093 0.05
O 2.948 -3.157 0.127 -0.462 0.276 -0.374 -0.62
C 4.433 -2.680 1.811 0.702 0.084 0.553 0.60
C 5.499 -2.017 1.228 -0.328 -0.088 0.382 -0.04
C 6.184 -1.041 1.936 0.560 -0.379 -0.613 0.07
C 7.263 -0.253 1.271 -0.377 0.063 -0.185 -1.15
C 6.473 0.800 0.487 0.189 -0.040 -0.358 0.38
O 6.196 1.850 0.986 -0.296 0.296 0.477 -0.51
N 6.045 0.365 -0.789 -0.178 0.624 0.087 0.36
C 4.696 0.879 -1.111 -0.089 -0.260 -0.574 -1.28
C 7.060 0.839 -1.778 0.067 -0.303 0.710 -1.11
N 5.833 -0.778 3.198 -0.443 -0.180 0.125 0.06
C 4.798 -1.404 3.800 -0.159 -0.121 -0.153 0.05
C 4.070 -2.349 3.129 0.182 -0.356 -0.087 -0.71
C 2.851 -2.967 3.786 -0.153 0.169 -0.388 0.87
F 2.839 -2.608 5.096 0.030 0.197 0.251 -0.38
F 2.958 -4.318 3.766 0.114 -0.245 -0.058 -0.31
C 1.575 -2.526 3.107 -0.346 0.320 0.398 -0.81
C 1.475 -1.015 2.912 -0.312 -0.188 0.089 -0.33
Si -0.040 -0.425 1.921 0.045 0.877 -0.222 -0.14
C -1.334 0.274 3.086 0.450 -0.386 0.040 -0.95
C 0.592 1.003 0.866 0.202 -0.758 -0.010 -1.01
C -0.695 -1.738 0.750 0.117 -0.111 0.057 1.04
C -0.791 -1.444 -0.607 -0.033 0.046 -0.416 -0.26
C -1.290 -2.366 -1.516 -0.106 -0.198 -0.017 -0.54
C -1.708 -3.618 -1.093 0.119 0.325 0.041 -0.91
C -1.601 -3.938 0.252 -0.126 -0.289 0.065 -0.70
C -1.099 -3.016 1.151 0.079 0.346 0.204 -0.30
H 1.707 -6.278 2.143 -0.075 -0.014 0.130 0.27
H 0.805 -5.508 0.827 -0.091 0.121 0.110 0.31
H 1.333 -7.154 0.633 -0.054 -0.234 0.064 0.36
H 2.405 -5.969 -1.454 0.022 -0.578 -0.147 0.32
H 5.763 -2.253 0.211 0.223 0.177 -0.125 0.62
H 7.935 0.224 1.975 0.158 0.012 0.053 0.47
H 7.765 -0.899 0.560 0.316 -0.070 0.086 0.34
H 4.719 1.674 -1.852 0.121 0.296 0.084 0.42
H 4.137 0.065 -1.567 -0.119 -0.122 0.032 0.41
H 4.153 1.240 -0.246 0.092 -0.013 0.204 0.41
H 7.346 1.866 -1.548 -0.054 0.155 -0.187 0.45
H 6.649 0.795 -2.775 -0.035 -0.221 -0.156 0.41
H 7.943 0.213 -1.691 0.141 -0.082 -0.239 0.28
H 6.334 -0.063 3.711 0.037 0.050 -0.022 0.33
H 4.544 -1.135 4.810 0.150 0.165 0.143 0.60
H 1.423 -3.066 2.179 0.225 -0.132 -0.199 0.00
H 0.769 -2.831 3.774 -0.041 -0.215 0.057 0.68
H 2.343 -0.588 2.406 0.104 -0.108 -0.134 0.02
H 1.425 -0.552 3.899 0.037 0.181 0.059 0.50
H -0.860 0.929 3.815 0.119 0.092 0.036 0.44
H -2.035 0.879 2.519 -0.288 -0.107 -0.014 0.03
H -1.833 -0.514 3.648 -0.320 0.036 -0.037 0.37
H 1.143 1.735 1.450 -0.138 0.212 0.113 0.67
H 1.287 0.582 0.135 0.101 0.041 -0.085 0.17
H -0.198 1.462 0.280 -0.076 0.276 0.088 0.03
H -0.482 -0.496 -1.018 0.105 0.232 0.127 0.21
H -1.363 -2.109 -2.562 0.029 0.098 -0.076 0.45
H -2.117 -4.310 -1.812 -0.048 -0.200 0.001 0.48
H -1.928 -4.907 0.604 -0.012 -0.068 0.032 0.52
H -1.019 -3.269 2.200 -0.153 -0.215 0.093 0.38
C 1.561 5.219 -2.259 -0.021 -0.008 -0.093 -0.75
O 1.118 4.122 -3.027 -0.145 -0.046 0.182 -0.34
C 1.826 2.937 -2.728 -0.054 0.206 -0.212 -0.44
C 1.056 1.723 -3.200 0.073 -0.135 0.055 -0.78
O 0.010 1.335 -2.318 -0.027 0.079 -0.115 -0.08
C -1.179 2.121 -2.346 -0.039 -0.108 0.120 0.15
C -2.051 1.865 -3.553 0.018 0.282 -0.130 -0.90
O -1.563 2.579 -4.673 0.163 -0.160 -0.011 -0.30
C -2.108 2.101 -5.885 0.015 0.097 0.041 -0.80
H 2.624 5.422 -2.435 0.012 0.014 0.056 0.33
H 0.981 6.089 -2.559 0.002 -0.012 -0.039 0.26
H 1.396 5.038 -1.190 0.078 0.006 0.011 0.29
H 2.000 2.860 -1.646 0.016 -0.050 0.005 0.27
H 2.798 2.975 -3.244 0.063 -0.117 0.099 0.48
H 1.746 0.875 -3.212 -0.022 -0.018 0.026 0.42
H 0.685 1.863 -4.216 -0.018 0.155 0.009 0.27
H -0.950 3.183 -2.242 -0.002 0.035 -0.150 0.34
H -1.742 1.815 -1.460 0.026 -0.039 -0.007 -0.12
H -3.074 2.204 -3.337 -0.045 -0.133 0.056 0.46
H -2.069 0.789 -3.768 -0.040 -0.029 0.058 0.33
H -1.823 1.056 -6.055 -0.080 -0.021 -0.001 0.33
H -1.703 2.709 -6.691 -0.004 0.032 0.020 0.25
H -3.200 2.187 -5.888 -0.010 -0.056 -0.029 0.32
C -9.913 1.452 1.406 0.046 -0.057 -0.067 -0.77
O -8.726 1.563 0.655 0.105 0.077 0.169 -0.25
C -8.583 2.846 0.068 -0.037 -0.282 -0.065 -0.60
C -7.146 3.092 -0.333 0.017 0.151 -0.029 -0.35
O -6.308 3.480 0.749 0.016 -0.080 -0.023 -0.47
C -5.903 2.455 1.643 0.030 0.170 0.065 -0.70
C -4.826 1.551 1.086 -0.149 -0.253 0.002 -0.07
O -5.384 0.563 0.239 -0.019 0.126 -0.150 -0.35
C -4.413 -0.045 -0.578 -0.092 -0.019 0.083 -0.30
H -10.796 1.625 0.780 -0.032 0.032 0.046 0.32
H -9.958 0.441 1.807 0.013 -0.015 -0.035 0.23
H -9.915 2.162 2.242 -0.070 0.034 -0.031 0.32
H -8.899 3.623 0.774 0.007 0.044 -0.026 0.35
H -9.221 2.895 -0.825 -0.016 0.141 0.015 0.43
H -7.135 3.943 -1.017 0.011 0.021 0.030 0.38
H -6.734 2.232 -0.864 -0.082 -0.109 0.071 0.16
H -6.757 1.875 1.997 0.022 -0.128 -0.102 0.24
H -5.481 2.982 2.502 0.006 0.020 -0.021 0.42
H -4.313 1.046 1.917 0.090 0.099 0.021 0.27
H -4.098 2.158 0.530 0.027 0.033 0.039 0.21
H -3.957 0.693 -1.252 0.091 -0.041 0.030 -0.04
H -4.912 -0.802 -1.179 -0.007 -0.019 0.024 0.37
H -3.630 -0.527 0.023 0.058 0.017 -0.056 0.20
```
Positions in Å, forces in eV/Å.

=====

# 2
Formula: C34H46CsN4O2Si4
Source: OMol25
Level of theory: wB97M-V/def2-TZVPD

Values from the calculation:
- Kohn-Sham gap (alpha / beta): 6.09 / 3.92 eV
- Total charge: -1
- ΔE to the lowest compared entry with this formula, charge and spin: 7.84 kcal per mole
- E_LUMO (alpha / beta): 1.69 / 1.10 eV

Geometry as XYZ:
```
91
Properties=species:S:1:pos:R:3:forces:R:3:mulliken_charge:R:1
Cs -0.079 0.001 0.159 -0.340 0.046 -0.554 1.91
O -7.648 2.530 0.095 0.171 -0.110 0.228 -0.77
N -7.511 1.276 0.156 -0.151 0.156 -0.649 0.94
O -8.512 0.524 0.227 0.005 0.042 0.258 -0.77
C -6.259 0.687 0.009 0.151 -0.003 0.124 -0.85
C -6.218 -0.710 0.007 0.074 0.007 0.011 -0.79
C -5.023 -1.411 -0.196 -0.007 0.040 0.061 1.07
C -4.958 -2.830 -0.179 -0.055 0.030 0.001 -1.05
C -3.767 -3.464 -0.400 -0.038 0.027 -0.016 -0.78
C -2.629 -2.683 -0.640 0.116 0.073 -0.052 -0.77
N -2.644 -1.360 -0.648 -0.262 -0.021 -0.095 0.22
C -3.807 -0.721 -0.430 0.183 -0.067 -0.064 -0.15
C -3.822 0.744 -0.435 -0.002 0.012 -0.011 0.58
N -2.653 1.365 -0.695 -0.263 -0.021 -0.060 0.05
C -2.609 2.685 -0.662 0.131 -0.016 -0.066 -0.64
C -3.701 3.470 -0.332 -0.130 0.004 -0.022 -0.68
C -4.911 2.855 -0.092 -0.016 -0.120 -0.031 -0.70
C -5.027 1.452 -0.171 -0.022 -0.049 0.042 0.80
H -7.143 -1.247 0.162 0.043 0.035 -0.014 0.51
H -5.866 -3.389 0.012 0.021 -0.001 -0.005 0.44
H -3.688 -4.543 -0.386 -0.019 -0.006 -0.005 0.43
H -1.665 -3.157 -0.822 -0.036 -0.003 0.033 0.37
H -1.651 3.143 -0.901 -0.014 -0.017 0.065 0.32
H -3.604 4.546 -0.268 -0.010 -0.015 -0.017 0.45
H -5.785 3.431 0.151 -0.120 0.013 0.015 0.58
C -1.280 2.677 2.748 -0.009 -0.121 -0.006 -0.56
Si 0.243 1.769 3.447 -0.002 -0.054 -0.043 -0.52
C 1.710 2.757 2.767 0.117 0.015 -0.041 -1.07
C 0.228 2.197 5.288 -0.007 -0.008 0.146 -1.08
C 0.317 -0.007 3.046 0.392 -0.069 0.779 1.68
Si -0.999 -1.017 3.809 0.078 0.005 -0.102 -0.36
C -0.610 -1.631 5.556 0.014 -0.021 0.151 -1.17
C -1.415 -2.608 2.861 0.032 -0.032 -0.064 -0.89
C -2.632 -0.087 3.941 -0.087 0.123 -0.002 -0.90
Si 1.932 -0.818 2.923 -0.157 0.095 -0.037 -1.81
C 2.930 -1.076 4.504 0.084 0.016 0.120 -1.21
C 1.895 -2.528 2.084 -0.111 0.020 0.078 -0.77
C 3.177 0.092 1.764 -0.017 0.019 -0.056 0.29
C 4.355 0.701 2.209 0.014 -0.051 -0.121 -0.04
C 5.226 1.276 1.299 -0.023 -0.003 -0.011 -0.58
C 4.918 1.225 -0.054 0.021 -0.010 0.052 -0.55
C 3.740 0.601 -0.427 -0.068 -0.027 0.133 -0.43
N 2.888 0.058 0.445 0.428 0.008 -0.011 0.20
H -1.031 3.713 2.495 0.009 -0.035 0.022 0.42
H -2.087 2.703 3.485 0.013 0.015 -0.076 0.38
H -1.691 2.206 1.850 0.011 0.047 0.050 -0.19
H 1.519 3.827 2.908 0.003 -0.069 0.002 0.49
H 1.889 2.585 1.699 -0.007 0.038 0.089 0.20
H 2.636 2.512 3.297 -0.058 0.047 -0.068 0.22
H 0.179 3.281 5.444 0.001 -0.064 0.012 0.35
H 1.129 1.817 5.784 -0.070 0.036 -0.031 0.27
H -0.638 1.745 5.786 0.076 0.049 -0.017 0.28
H 0.198 -2.372 5.530 -0.070 0.053 0.027 0.26
H -1.483 -2.103 6.023 0.068 0.018 -0.027 0.36
H -0.280 -0.804 6.195 -0.036 -0.084 -0.041 0.28
H -0.717 -3.414 3.107 -0.051 0.032 -0.031 0.42
H -1.400 -2.480 1.774 -0.040 0.000 0.072 0.01
H -2.422 -2.945 3.130 0.049 -0.001 -0.011 0.39
H -2.551 0.786 4.597 -0.055 -0.096 -0.062 0.27
H -3.405 -0.744 4.353 0.048 0.032 -0.024 0.42
H -2.978 0.265 2.962 0.009 -0.033 0.097 0.14
H 2.387 -1.746 5.177 0.046 0.052 -0.032 0.28
H 3.076 -0.132 5.042 -0.005 -0.076 -0.041 0.33
H 3.912 -1.518 4.300 -0.049 0.017 0.039 0.34
H 1.507 -3.285 2.773 0.018 0.033 -0.082 0.28
H 2.904 -2.828 1.784 -0.033 0.036 0.039 0.39
H 1.266 -2.545 1.185 0.093 -0.038 0.139 0.14
H 4.576 0.725 3.269 -0.004 -0.007 -0.042 0.40
H 6.137 1.758 1.636 0.000 -0.005 0.004 0.42
H 5.575 1.652 -0.801 -0.016 -0.002 0.012 0.41
H 3.464 0.522 -1.475 0.006 0.027 0.014 0.29
C 0.521 1.714 -4.112 0.073 0.147 0.112 -1.16
Si 0.048 0.037 -3.414 -0.011 -0.013 -0.487 -0.04
C -1.691 -0.380 -3.953 -0.175 -0.061 0.216 -0.89
C 1.223 -1.264 -4.077 0.035 -0.031 0.123 0.37
C 0.996 -2.618 -3.795 0.025 -0.027 -0.063 -0.23
C 1.851 -3.604 -4.263 -0.012 0.063 0.008 -0.65
C 2.963 -3.256 -5.021 -0.010 0.034 0.003 -0.39
C 3.212 -1.920 -5.305 -0.042 0.007 0.045 -0.60
C 2.352 -0.935 -4.832 0.050 -0.071 0.008 -0.12
H 0.444 1.692 -5.204 0.011 0.027 0.018 0.36
H 1.537 2.014 -3.840 -0.074 -0.012 -0.035 0.29
H -0.166 2.478 -3.738 0.038 -0.030 -0.047 0.33
H -1.740 -0.337 -5.046 -0.022 -0.003 0.007 0.46
H -2.406 0.329 -3.528 0.034 -0.055 -0.033 0.16
H -1.988 -1.379 -3.624 0.004 0.070 -0.034 0.25
H 0.131 -2.904 -3.202 0.031 0.005 -0.018 0.27
H 1.655 -4.645 -4.034 -0.002 0.008 0.000 0.38
H 3.635 -4.024 -5.385 -0.009 0.011 0.003 0.36
H 4.078 -1.643 -5.894 -0.002 -0.003 0.003 0.38
H 2.563 0.105 -5.063 -0.004 -0.034 -0.001 0.31
```
Positions in Å, forces in eV/Å.

=====

# 3
Formula: C25H37N4O4
Source: OMol25
Level of theory: wB97M-V/def2-TZVPD

Values from the calculation:
- Kohn-Sham gap: 6.19 eV
- Total charge: +1
- ΔE to the lowest compared entry with this formula, charge and spin: 131.26 kcal per mole
- E_LUMO: -4.09 eV

Geometry as XYZ:
```
70
Properties=species:S:1:pos:R:3:forces:R:3:mulliken_charge:R:1
C -0.262 1.240 2.250 0.721 -0.310 -1.119 -0.49
C 0.732 0.844 1.295 0.969 -0.781 -0.507 -0.02
C 0.681 -0.620 0.725 -3.716 0.291 -2.409 0.49
O -0.443 -1.158 0.648 2.577 0.821 0.697 -0.60
O 1.801 -1.399 0.338 -5.299 8.393 -0.844 0.02
C 2.634 -0.679 -0.599 1.373 0.050 -1.222 -0.48
C 2.224 -0.941 -2.127 0.593 -0.964 0.300 -0.46
C 2.860 0.115 -3.131 0.382 0.210 0.762 -0.86
C 1.961 1.404 -3.373 -0.201 -0.165 -1.357 -0.19
C 0.408 1.112 -3.577 0.277 0.890 1.189 -0.21
C -0.355 2.524 -3.770 -0.283 -0.374 0.942 -0.96
C -0.748 3.079 -2.333 -1.173 0.814 1.883 0.37
C 0.234 3.803 -1.425 -2.576 -0.973 -0.473 -0.59
N -0.165 4.288 -0.158 -2.549 -1.720 -2.058 0.15
C -1.505 4.132 0.296 -0.622 -0.974 -1.482 -0.78
C -2.575 3.441 -0.506 2.388 0.177 -1.447 0.58
C -4.068 3.284 -0.009 0.860 0.300 -0.286 -0.77
C -4.215 1.917 0.816 -0.772 -0.065 -0.566 -0.02
C -5.299 0.926 0.172 0.032 0.536 1.274 -0.65
O -5.041 0.726 -1.253 0.077 -1.948 0.549 -0.22
C -5.581 -0.551 -1.573 -2.119 -1.099 -0.829 0.56
C -4.719 -1.681 -2.313 -0.068 0.406 0.623 -0.78
O -6.754 -0.806 -1.316 2.756 0.842 -0.239 -0.51
C -2.185 2.875 -1.860 2.794 1.917 2.282 -0.26
H 0.001 1.152 3.347 -0.161 2.086 -1.244 0.33
H -1.273 1.571 1.845 0.576 -2.266 1.149 -0.07
H 1.592 1.509 0.934 -0.078 -1.454 2.233 0.20
H 3.688 -1.113 -0.475 -1.535 0.677 0.025 0.37
H 2.713 0.436 -0.398 -0.352 -1.252 -0.019 0.16
H 1.102 -1.074 -2.209 1.290 0.354 0.006 0.36
H 2.676 -1.961 -2.396 -0.781 1.366 0.435 0.24
H 3.185 -0.417 -4.093 -0.833 0.939 1.207 0.35
H 3.843 0.487 -2.664 -1.276 -0.582 -0.667 0.36
H 2.319 1.919 -4.336 -0.358 -0.647 1.396 0.37
H 2.072 2.178 -2.549 -0.014 -1.133 -0.777 -0.16
H 0.177 0.376 -4.408 0.389 0.993 0.967 0.40
H 0.019 0.709 -2.575 0.362 0.212 -1.616 0.11
H 0.266 3.307 -4.303 -0.683 -1.062 0.462 0.44
H -1.322 2.328 -4.343 1.275 0.542 0.763 0.33
H 1.300 3.965 -1.750 -1.427 -0.062 0.594 0.42
H 0.517 4.750 0.457 -0.424 -0.300 -0.205 0.38
H -1.756 4.553 1.320 0.601 -0.547 -1.505 0.35
H -4.324 4.210 0.612 0.218 -1.391 -0.821 0.44
H -4.729 3.267 -0.945 0.926 0.068 1.402 0.40
H -3.211 1.386 0.818 -1.298 0.592 0.262 -0.15
H -4.584 2.171 1.869 0.751 -0.592 -1.390 0.34
H -5.195 -0.083 0.688 -0.241 1.363 -0.474 0.42
H -6.363 1.315 0.332 1.502 -0.515 -0.293 0.24
H -4.645 -1.490 -3.432 -0.050 -0.061 1.498 0.27
H -3.686 -1.783 -1.848 -1.257 0.268 -0.709 0.20
H -5.300 -2.651 -2.144 0.815 1.509 -0.287 0.30
H -2.944 2.324 -2.493 1.052 0.773 0.855 0.30
C 1.835 3.287 5.558 -0.277 0.309 -0.637 -0.81
C 1.320 3.896 4.298 -0.451 0.675 -1.182 0.37
N 0.921 4.384 3.316 0.767 -1.062 1.820 -0.41
H 2.878 3.568 5.706 -0.095 0.010 -0.076 0.29
H 1.247 3.637 6.407 0.014 0.010 -0.120 0.29
H 1.764 2.200 5.500 -0.010 0.093 -0.052 0.28
C 3.768 -5.318 1.142 -0.353 0.677 -0.123 -0.90
C 3.238 -3.946 0.886 -0.358 0.307 0.001 0.46
N 2.819 -2.875 0.686 5.461 -7.361 1.496 -0.37
H 4.030 -5.790 0.194 -0.026 0.064 0.067 0.28
H 4.657 -5.269 1.772 -0.089 0.031 -0.045 0.31
H 3.011 -5.922 1.642 0.046 0.078 -0.036 0.16
C 3.356 -9.102 3.491 0.673 0.389 -0.033 -0.71
C 4.637 -8.340 3.422 1.476 0.795 -0.023 0.34
N 5.647 -7.751 3.376 -2.390 -1.283 0.044 -0.40
H 3.488 -10.089 3.047 0.041 0.102 0.028 0.26
H 3.050 -9.218 4.531 0.073 0.040 -0.078 0.27
H 2.576 -8.568 2.948 0.086 -0.024 0.039 0.25
```
Positions in Å, forces in eV/Å.

=====

no.,maximum force (eV Å⁻¹),E_tot (eV)
1,1.0,-73637.6330
2,0.9,-78120.2065
3,10.0,-40658.0475